# 1
Formula: C22H64N14O12Zn
Source: OMol25
Level of theory: ωB97M-V/def2-TZVPD

Structure (XYZ):
```
113
Properties=species:S:1:pos:R:3:mulliken_charge:R:1
Zn -13.21 -9.48 11.45 2.63
C -13.44 -7.76 9.58 -0.37
O -13.43 -6.81 8.78 1.12
O -13.08 -9.00 9.35 -0.85
O -13.68 -7.63 10.86 -0.35
C -14.95 -4.13 11.01 0.33
O -15.54 -3.11 11.33 -0.76
N -14.55 -4.41 9.74 0.11
N -14.68 -5.14 11.89 -0.08
H -14.05 -5.28 9.56 -0.65
H -14.65 -3.75 8.99 0.22
H -15.07 -5.05 12.81 0.20
H -14.29 -6.04 11.64 -0.34
C -15.51 -7.14 5.86 0.31
O -16.38 -7.29 5.01 -0.72
N -14.38 -7.89 6.00 -0.03
N -15.60 -6.18 6.84 -0.21
H -13.81 -7.86 6.83 0.14
H -14.16 -8.56 5.29 0.07
H -14.90 -6.22 7.56 -0.09
H -16.45 -5.67 6.88 0.25
C -10.15 -9.15 10.97 0.26
O -11.17 -9.39 11.64 -0.30
N -10.19 -8.54 9.77 -0.14
N -8.90 -9.44 11.42 -0.37
H -11.07 -8.32 9.32 -0.42
H -9.34 -8.36 9.25 0.33
H -8.80 -9.96 12.27 0.25
H -8.11 -9.25 10.83 0.17
C -11.59 -9.62 5.81 0.59
O -10.82 -8.75 6.18 -0.47
N -11.55 -10.14 4.53 -0.49
N -12.49 -10.21 6.65 -0.08
H -11.05 -9.58 3.85 0.25
H -12.30 -10.73 4.22 0.17
H -12.67 -9.74 7.53 -0.10
H -13.09 -10.94 6.30 0.22
C -12.56 -12.30 10.51 0.52
O -12.83 -11.52 11.44 -0.59
N -12.66 -11.92 9.23 -0.21
N -12.13 -13.56 10.76 -0.45
H -12.98 -10.99 9.02 0.01
H -12.43 -12.55 8.49 0.18
H -12.28 -13.85 11.71 0.24
H -11.50 -14.06 10.16 0.18
C -11.21 -5.51 12.00 -0.58
C -9.83 -5.07 11.55 0.25
C -8.76 -5.41 12.61 -0.81
O -7.83 -4.36 12.81 -0.43
C -8.38 -3.32 13.56 -0.68
N -9.51 -5.62 10.22 -0.20
H -11.95 -5.46 11.20 -0.52
H -11.57 -4.95 12.86 0.50
H -11.25 -6.57 12.28 -0.07
H -9.78 -3.99 11.38 0.56
H -8.22 -6.31 12.31 0.24
H -9.22 -5.65 13.57 0.41
H -7.72 -2.46 13.59 0.28
H -8.46 -3.58 14.63 0.27
H -9.39 -3.06 13.24 0.30
H -8.56 -5.32 10.04 0.25
H -9.54 -6.64 10.23 -0.17
C -17.04 -9.90 13.38 -1.73
C -15.65 -9.43 12.96 0.79
C -14.63 -9.76 14.04 -1.04
O -13.38 -9.21 13.57 0.09
C -12.37 -9.28 14.56 -0.78
N -15.22 -10.13 11.72 -0.43
H -17.42 -9.28 14.21 0.46
H -17.03 -10.91 13.79 0.41
H -17.81 -9.68 12.63 0.37
H -15.69 -8.36 12.78 -0.05
H -14.53 -10.82 14.29 0.33
H -14.89 -9.22 14.95 0.54
H -12.71 -8.88 15.51 0.33
H -11.49 -8.76 14.18 0.11
H -11.96 -10.30 14.67 0.28
H -15.84 -9.81 10.98 0.11
H -15.50 -11.10 11.88 0.35
C -20.13 -9.71 8.72 -1.31
C -20.17 -8.19 8.79 0.47
C -18.80 -7.57 8.63 -0.56
O -17.92 -8.01 9.66 -0.31
C -16.68 -7.33 9.64 -0.12
N -21.04 -7.69 7.72 -0.79
H -21.12 -10.12 8.93 0.36
H -19.42 -10.10 9.45 0.25
H -19.85 -10.00 7.71 0.29
H -20.57 -7.91 9.76 0.30
H -18.81 -6.47 8.55 0.28
H -18.32 -7.83 7.66 0.28
H -16.06 -7.83 8.89 0.18
H -16.20 -7.45 10.61 -0.48
H -16.72 -6.25 9.49 0.44
H -20.60 -7.87 6.81 0.30
H -21.08 -6.68 7.72 0.30
C -11.68 -3.85 7.65 -1.21
C -10.86 -4.80 6.78 0.39
C -9.47 -4.23 6.53 -1.20
O -8.62 -5.26 6.07 -0.21
C -7.29 -4.84 5.95 -0.84
N -10.72 -6.11 7.48 -0.25
H -11.53 -4.00 8.72 0.13
H -12.73 -3.91 7.38 0.15
H -11.44 -2.79 7.48 0.50
H -11.41 -5.07 5.88 0.74
H -9.08 -3.83 7.48 0.31
H -9.46 -3.35 5.87 0.49
H -7.22 -3.97 5.28 0.32
H -6.70 -5.63 5.50 0.23
H -6.84 -4.50 6.90 0.31
H -10.35 -5.87 8.41 0.22
H -11.68 -6.38 7.70 -0.35
```

Results
Electronic energy in eV: -117708.1583
HOMO energy in eV: -7.7
Total charge: 0
LUMO level in eV: -0.47
Energy relative to the best compared isomer or geometry (same formula, charge and spin) in kcal/mol: 0.0
Kohn-Sham gap in eV: 7.22
Molecular weight in g mol⁻¹: 782.23

# 2
Formula: C2H10N3OPS2
Source: OMol25
Level of theory: ωB97M-V/def2-TZVPD

Structure (XYZ):
```
19
Properties=species:S:1:pos:R:3:mulliken_charge:R:1
C 0.82 -0.50 1.76 -0.77
C 2.25 2.70 -1.96 -0.73
N -2.18 -1.78 1.40 -0.53
N -2.20 -0.28 -0.58 -0.44
N 1.40 0.37 -0.67 -0.20
O -0.35 -1.85 -0.28 -0.26
P -1.93 -1.93 -0.27 0.01
S 1.33 -1.04 0.02 0.39
S 2.14 0.78 -2.09 -0.02
H 0.29 -1.31 2.27 0.31
H 0.33 0.57 1.67 0.24
H 1.77 -0.48 2.38 0.34
H 2.56 2.65 -0.95 0.25
H 1.23 2.99 -2.20 0.26
H 3.08 2.95 -2.74 0.29
H -2.98 -1.27 1.68 0.22
H -2.35 -2.63 1.97 0.22
H -2.53 -0.14 -1.53 0.22
H -2.69 0.23 0.12 0.21
```

Results
Electronic energy in eV: -39710.7203
HOMO energy (spin up / spin down) in eV: -7.4 / -7.4
Total charge: 0
LUMO level (spin up / spin down) in eV: 0.41 / 0.41
Kohn-Sham gap (spin up / spin down) in eV: 7.81 / 7.81
Molecular weight in g mol⁻¹: 187.23

# 3
Formula: C3H6N3P
Source: OMol25
Level of theory: ωB97M-V/def2-TZVPD

Structure (XYZ):
```
13
Properties=species:S:1:pos:R:3:mulliken_charge:R:1
C 0.18 0.38 -0.71 0.76
C 0.13 1.74 -0.10 -0.97
C -0.22 -1.07 1.27 -0.81
N 0.47 0.22 -1.97 -0.51
N -0.07 -1.87 -0.96 -0.73
N -0.14 -0.83 -0.16 0.57
P 0.30 -1.33 -2.46 -0.09
H -0.70 1.69 0.62 0.34
H -0.12 2.39 -0.87 0.36
H 1.18 2.11 0.28 0.21
H -0.64 -0.18 1.73 0.29
H -0.98 -1.84 1.56 0.27
H 0.62 -1.42 1.77 0.32
```

Results
Electronic energy in eV: -16963.0950
HOMO energy (spin up / spin down) in eV: -5.4 / -9.8
Total charge: 0
LUMO level (spin up / spin down) in eV: 0.76 / -2.35
Energy relative to the best compared isomer or geometry (same formula, charge and spin) in kcal/mol: 0.0
2S+1: 3
Kohn-Sham gap (spin up / spin down) in eV: 6.19 / 7.46
Molecular weight in g mol⁻¹: 115.08

> The lowest molecular weight belongs to which entry?

C3H6N3P